{
  "formula": "C4H9NO",
  "method": "the ωB97M-V functional and the def2-TZVPD basis",
  "species": ["C", "C", "C", "O", "N", "C", "H", "H", "H", "H", "H", "H", "H", "H", "H"],
  "xyz": [[2.170, -0.596, 0.430], [1.197, 0.860, -0.339], [-0.087, 0.243, 0.064], [-0.026, -0.632, 0.919], [-1.284, 0.481, -0.521], [-2.398, -0.353, -0.110], [2.138, -1.399, -0.305], [3.107, -0.092, 0.529], [1.973, -1.102, 1.420], [1.532, 1.645, 0.336], [1.152, 1.373, -1.357], [-1.454, 1.316, -1.052], [-3.123, -0.417, -0.923], [-2.009, -1.350, 0.114], [-2.888, 0.022, 0.796]],
  "lowdin_charge": [-0.007, -0.014, -0.578, -0.029, 0.006, -0.082, 0.047, 0.016, 0.076, 0.077, 0.107, 0.130, 0.079, 0.085, 0.086]
}

=====

{
  "formula": "C2H3IO",
  "method": "the ωB97M-V functional and the def2-TZVPD basis",
  "species": ["C", "C", "O", "I", "H", "H", "H"],
  "xyz": [[-1.523, -0.701, -0.145], [1.547, 0.453, 0.074], [-1.613, -1.823, 0.089], [-2.928, 0.858, 0.070], [2.092, -0.369, -0.290], [0.629, 0.187, 0.670], [1.797, 1.395, -0.468]],
  "lowdin_charge": [-0.731, 0.074, 0.005, 0.721, -0.045, -0.030, 0.005]
}

=====

{
  "formula": "C25H20Cl2N5PdS2",
  "method": "the ωB97M-V functional and the def2-TZVPD basis",
  "multiplicity": 5,
  "total_charge": 3,
  "species": ["Pd", "C", "C", "C", "C", "N", "C", "C", "C", "C", "C", "C", "N", "H", "H", "H", "H", "H", "H", "H", "H", "Cl", "C", "C", "C", "C", "C", "Cl", "C", "S", "H", "H", "H", "C", "N", "C", "C", "N", "C", "S", "C", "C", "C", "C", "C", "N", "H", "H", "H", "H", "H", "H", "H", "H", "H"],
  "xyz": [[0.462, 0.408, -0.655], [1.208, 4.956, -0.575], [-0.053, 5.489, -0.748], [-1.106, 4.617, -0.951], [-0.897, 3.241, -0.971], [0.337, 2.721, -0.794], [1.345, 3.579, -0.606], [-2.027, 2.314, -1.175], [-3.320, 2.798, -1.380], [-4.376, 1.924, -1.546], [-4.110, 0.567, -1.518], [-2.804, 0.160, -1.327], [-1.773, 0.995, -1.149], [2.075, 5.580, -0.417], [-0.217, 6.558, -0.722], [-2.091, 5.029, -1.091], [2.336, 3.189, -0.467], [-3.519, 3.856, -1.411], [-5.380, 2.295, -1.696], [-4.895, -0.164, -1.644], [-2.615, -0.899, -1.330], [2.180, -1.809, -0.431], [3.840, -1.511, -0.099], [4.751, -2.507, 0.094], [6.089, -2.144, 0.330], [6.483, -0.818, 0.389], [5.560, 0.199, 0.194], [6.035, 1.824, 0.286], [4.201, -0.137, -0.084], [3.047, 1.053, -0.453], [4.464, -3.548, 0.049], [6.823, -2.927, 0.468], [7.516, -0.562, 0.581], [-1.037, -0.420, 4.440], [-1.341, -1.309, 3.324], [-2.097, -2.428, 3.388], [-2.126, -2.984, 2.145], [-1.375, -2.201, 1.303], [-0.882, -1.151, 2.053], [0.156, 0.137, 1.708], [-1.255, -2.454, -0.096], [-1.952, -3.508, -0.682], [-1.874, -3.685, -2.052], [-1.086, -2.831, -2.810], [-0.401, -1.833, -2.147], [-0.497, -1.642, -0.822], [-1.494, -0.811, 5.345], [-1.423, 0.579, 4.245], [0.040, -0.351, 4.583], [-2.560, -2.770, 4.299], [-2.626, -3.882, 1.834], [-2.555, -4.191, -0.103], [-2.434, -4.479, -2.526], [-1.003, -2.947, -3.881], [0.255, -1.165, -2.700]],
  "mulliken_spin": [1.261, 0.008, -0.001, 0.004, 0.022, 0.121, 0.011, -0.013, 0.003, -0.001, 0.004, -0.014, 0.107, -0.001, 0.000, 0.000, 0.005, 0.000, 0.000, 0.001, 0.002, 0.021, 0.100, 0.005, 0.160, -0.049, 0.138, 0.048, 0.010, 0.811, 0.004, 0.006, 0.002, 0.004, 0.086, 0.095, 0.165, 0.063, -0.101, 0.793, -0.016, 0.018, -0.005, 0.018, 0.022, 0.073, 0.001, 0.000, 0.000, 0.004, 0.012, -0.001, 0.000, -0.001, -0.005]
}

=====

{
  "formula": "C26H29BrCrN5O5S",
  "method": "the ωB97M-V functional and the def2-TZVPD basis",
  "multiplicity": 4,
  "species": ["Cr", "C", "C", "C", "O", "C", "O", "O", "H", "H", "H", "H", "H", "H", "H", "S", "C", "C", "C", "C", "C", "C", "C", "C", "C", "N", "H", "H", "H", "H", "H", "H", "C", "N", "C", "N", "C", "N", "C", "N", "C", "C", "H", "H", "H", "H", "H", "H", "H", "H", "H", "H", "H", "H", "Br", "C", "C", "C", "C", "C", "C", "C", "O", "O", "H", "H", "H", "H"],
  "xyz": [[0.392, -0.046, 0.565], [-1.349, 1.456, -3.250], [-0.867, 0.041, -2.976], [-1.248, -0.911, -4.107], [0.546, 0.119, -2.849], [-1.522, -0.480, -1.681], [-2.738, -0.524, -1.612], [-0.738, -0.901, -0.732], [-0.913, 1.813, -4.184], [-1.041, 2.117, -2.439], [-2.434, 1.468, -3.326], [-0.811, -0.556, -5.041], [-2.331, -0.967, -4.206], [-0.871, -1.916, -3.904], [0.864, -0.747, -2.568], [3.501, -3.200, 1.325], [2.084, -3.834, 2.038], [1.022, -2.990, 1.909], [1.323, -1.769, 1.229], [2.646, -1.772, 0.862], [3.220, -0.696, 0.074], [4.565, -0.567, -0.262], [4.964, 0.505, -1.034], [4.018, 1.426, -1.465], [2.702, 1.236, -1.099], [2.312, 0.207, -0.343], [2.105, -4.803, 2.512], [0.050, -3.257, 2.301], [5.279, -1.301, 0.087], [6.006, 0.623, -1.302], [4.290, 2.272, -2.079], [1.917, 1.903, -1.425], [-2.187, 1.058, 1.860], [-3.294, 0.971, 2.794], [-2.753, 0.831, 4.147], [-1.921, -0.366, 4.277], [-0.822, -0.277, 3.334], [-1.303, -0.151, 1.918], [-2.194, -1.332, 1.626], [-3.278, -1.437, 2.583], [-4.087, -0.223, 2.487], [-2.736, -1.533, 3.935], [-1.592, 1.934, 2.118], [-2.558, 1.151, 0.840], [-3.580, 0.768, 4.855], [-2.151, 1.710, 4.385], [-0.202, -1.168, 3.406], [-0.210, 0.596, 3.557], [-1.578, -2.229, 1.649], [-2.592, -1.215, 0.622], [-4.918, -0.285, 3.192], [-4.484, -0.139, 1.475], [-2.119, -2.431, 4.011], [-3.559, -1.613, 4.647], [3.351, 3.423, 2.417], [1.810, 4.386, 1.891], [1.825, 5.758, 2.092], [0.752, 6.532, 1.680], [-0.333, 5.945, 1.045], [-0.337, 4.578, 0.834], [0.721, 3.779, 1.267], [0.593, 2.316, 1.030], [1.081, 1.462, 1.823], [-0.059, 1.905, 0.022], [2.683, 6.214, 2.566], [0.772, 7.601, 1.849], [-1.167, 6.548, 0.714], [-1.164, 4.097, 0.329]],
  "mulliken_spin": [3.173, 0.000, 0.007, 0.000, 0.002, 0.007, 0.004, 0.039, 0.000, 0.000, 0.000, 0.000, 0.000, 0.000, 0.001, 0.005, -0.021, 0.027, -0.114, 0.007, 0.022, 0.001, 0.005, 0.005, 0.015, -0.078, 0.000, 0.003, 0.001, 0.000, 0.000, -0.003, 0.044, -0.001, -0.001, -0.001, 0.026, -0.217, 0.056, -0.001, -0.001, 0.001, 0.000, -0.005, 0.000, 0.000, 0.006, -0.003, -0.013, -0.003, 0.000, 0.000, 0.000, 0.000, 0.000, 0.001, -0.001, 0.001, -0.001, 0.002, -0.021, 0.023, -0.011, 0.008, 0.000, 0.000, 0.000, 0.001]
}

=====

Record order is preserved below.
DFT total energy: -7829.2182; -12266.9120; -83867.8368; -154423.0668 eV